Entry from OMol25: a structure of composition C9H12N2O4SY in a non-equilibrium geometry (ωB97M-V/def2-TZVPD).

Output
Total charge: +3
Kohn-Sham gap in eV: 5.44
Electronic energy in eV: -32545.091
Energy relative to the best compared isomer or geometry (same formula, charge and spin) in kcal/mol: 24.8
LUMO level in eV: -12.88

Atoms and positions in Å:
Y (0.000, 0.008, -1.338)
S (-0.019, -0.124, 1.025)
O (-0.009, 3.638, -2.186)
O (-3.515, -0.016, -2.565)
O (3.513, 0.016, -2.562)
O (0.010, -3.630, -2.202)
N (-1.189, 0.169, 3.369)
N (1.187, -0.140, 3.381)
C (2.490, 0.016, -2.034)
C (0.010, -2.554, -1.782)
C (0.001, -0.670, -5.975)
C (-1.134, 1.018, 4.593)
C (-0.002, 0.668, -5.978)
C (1.139, -1.001, 4.601)
C (-2.485, -0.008, -2.044)
C (-0.006, -0.016, 2.722)
C (-0.008, 2.571, -1.742)
H (-0.101, 1.181, 4.895)
H (1.748, -0.573, 5.391)
H (2.020, -0.230, 2.746)
H (-2.025, 0.241, 2.735)
H (0.926, -1.260, -5.961)
H (0.108, -1.166, 4.911)
H (-1.738, 0.587, 5.385)
H (-1.581, 1.935, 4.254)
H (0.921, 1.262, -5.966)
H (1.585, -1.916, 4.253)
H (-0.921, -1.264, -5.960)
H (-0.927, 1.258, -5.967)

=====

Entry from OMol25: a cluster of 2 separate species, C10H16O in total in a non-equilibrium geometry (ωB97M-V/def2-TZVPD).

Output
Total charge: 0
SMILES: Cc1ccc(O)cc1.CCC
Kohn-Sham gap in eV: 9.30
Electronic energy in eV: -12676.027
Energy relative to the best compared isomer or geometry (same formula, charge and spin) in kcal/mol: 39.2
LUMO level in eV: 0.84

Atoms and positions in Å:
O (1.932, -3.333, 0.260)
C (1.612, -2.065, -0.205)
C (-2.833, 0.161, 0.521)
C (0.512, -0.482, -1.595)
C (2.525, 0.146, -0.462)
C (1.495, 0.490, -1.376)
C (1.682, 1.685, -2.282)
C (2.473, -1.069, 0.213)
C (0.548, -1.765, -1.025)
C (-2.090, 0.204, 1.858)
C (-1.925, 1.624, 2.427)
H (-2.465, -0.498, 2.606)
H (-1.156, -0.344, 1.744)
H (1.330, -3.913, -0.216)
H (-1.415, 2.301, 1.775)
H (-2.912, 1.981, 2.707)
H (2.529, 1.531, -2.945)
H (3.249, -1.222, 0.939)
H (1.908, 2.629, -1.776)
H (3.329, 0.902, -0.463)
H (-0.180, -2.427, -1.440)
H (0.786, 1.845, -2.914)
H (-0.240, -0.260, -2.349)
H (-3.153, 1.137, 0.130)
H (-1.591, 1.450, 3.471)
H (-2.182, -0.295, -0.227)
H (-3.767, -0.410, 0.627)

=====

Question: Among the records above, which one has the lowest electronic energy?
Answer: C9H12N2O4SY